1.
104
Properties=species:S:1:pos:R:3:mulliken_charge:R:1 method="wB97M-V/def2-TZVPD" e_tot_ha=-7188.6224 charge=+1 fmax_ev_per_a=1.9 homo_energy_ha="-0.348 / -0.351" spin_multiplicity=2
Re -0.855 -0.303 0.259 -0.973
C -3.018 0.396 -2.913 -1.011
C -3.067 1.547 -1.903 -1.431
P -1.494 1.744 -0.983 2.597
C -0.461 2.581 -2.257 0.380
C -0.711 3.927 -2.536 -0.845
C 0.067 4.611 -3.455 -0.881
C 1.112 3.966 -4.105 -0.794
C 1.349 2.624 -3.860 -0.814
C 0.556 1.936 -2.951 0.505
C -1.733 3.192 0.089 -0.076
C -0.578 3.674 0.706 -0.104
C -0.643 4.760 1.559 -0.515
C -1.864 5.384 1.784 -0.765
C -3.009 4.918 1.160 -0.789
C -2.949 3.819 0.315 -0.285
C -3.273 -0.986 -2.309 -0.977
P -1.749 -1.743 -1.585 1.626
C -2.321 -3.357 -0.930 1.074
C -1.482 -4.466 -1.064 -0.821
C -1.817 -5.682 -0.493 -0.863
C -3.004 -5.814 0.211 -0.669
C -3.867 -4.735 0.307 -0.807
C -3.528 -3.512 -0.252 -0.747
C -0.956 -2.237 -3.160 0.150
C 0.163 -1.595 -3.670 0.477
C 0.634 -1.904 -4.940 -0.886
C 0.004 -2.878 -5.695 -0.755
C -1.105 -3.542 -5.184 -0.966
C -1.590 -3.217 -3.930 -1.070
H -2.049 0.399 -3.425 0.276
H -3.785 0.576 -3.667 0.501
H -3.872 1.399 -1.181 0.695
H -3.240 2.485 -2.434 0.712
H -1.503 4.453 -2.019 0.542
H -0.138 5.653 -3.659 0.470
H 1.728 4.509 -4.810 0.429
H 2.156 2.110 -4.367 0.529
H 0.750 0.899 -2.752 -0.029
H 0.365 3.159 0.550 0.084
H 0.250 5.111 2.060 0.468
H -1.920 6.230 2.456 0.411
H -3.959 5.402 1.343 0.444
H -3.858 3.441 -0.135 0.327
H -3.608 -1.674 -3.085 0.728
H -4.053 -0.927 -1.551 0.849
H -0.569 -4.390 -1.632 0.512
H -1.142 -6.521 -0.598 0.450
H -3.262 -6.760 0.669 0.414
H -4.813 -4.843 0.822 0.459
H -4.218 -2.686 -0.162 0.278
H 0.679 -0.859 -3.068 0.321
H 1.491 -1.378 -5.340 0.496
H 0.378 -3.130 -6.678 0.418
H -1.600 -4.308 -5.766 0.464
H -2.457 -3.735 -3.542 0.537
S -1.911 -1.683 3.558 -0.140
C -0.804 -2.443 2.565 0.088
N -0.370 -2.125 1.320 1.595
C 0.551 -3.068 0.859 -0.793
C 1.213 -3.063 -0.371 0.370
C 2.136 -4.049 -0.655 -1.579
C 2.412 -5.062 0.259 -0.819
C 1.749 -5.106 1.472 -0.646
C 0.825 -4.112 1.755 1.378
S -0.119 -3.921 3.193 -0.349
H 1.015 -2.288 -1.092 -0.179
H 2.650 -4.036 -1.608 0.552
H 3.151 -5.816 0.024 0.468
H 1.947 -5.891 2.189 0.509
O -2.443 1.843 2.410 -0.640
C -1.361 1.487 2.814 -0.137
N -0.392 0.823 2.068 0.709
S 0.988 0.698 2.986 1.300
O 1.525 -0.629 2.980 -0.598
O 1.896 1.756 2.594 -0.617
C 0.284 1.184 4.528 0.559
C 0.793 1.170 5.809 -0.837
C -0.029 1.652 6.821 -0.622
C -1.284 2.177 6.533 -0.660
C -1.762 2.218 5.229 -0.529
C -0.962 1.688 4.233 -0.057
H 1.776 0.774 6.022 0.534
H 0.311 1.606 7.847 0.435
H -1.901 2.545 7.342 0.432
H -2.729 2.634 4.983 0.575
Br -3.209 -0.458 1.017 -0.170
C 4.684 3.741 0.267 -1.594
C 4.435 2.287 0.468 1.077
C 5.246 1.458 1.198 -0.932
C 4.879 0.111 1.334 0.919
N 3.753 -0.359 0.807 -0.168
C 2.951 0.464 0.174 -0.787
S 1.523 -0.057 -0.624 -0.007
N 3.326 1.749 -0.075 0.373
C 5.748 -0.853 2.063 -1.438
H 5.735 3.978 0.406 0.452
H 4.108 4.297 1.011 0.314
H 4.366 4.075 -0.721 0.378
H 6.138 1.842 1.670 0.496
H 2.682 2.327 -0.602 -0.041
H 6.252 -0.366 2.896 0.432
H 6.515 -1.235 1.385 0.313
H 5.150 -1.689 2.415 0.330



2.
15
Properties=species:S:1:pos:R:3:mulliken_charge:R:1 method="wB97M-V/def2-TZVPD" e_tot_ha=-361.8340 fmax_ev_per_a=3.9 homo_energy_ha=-0.317
C -2.854 -0.171 0.647 -0.381
C -1.852 -0.451 -0.329 0.099
N -0.651 -0.011 -0.431 -0.351
O 1.614 -0.760 -1.904 -0.726
H -2.720 0.723 1.257 0.290
H -3.841 -0.611 0.556 0.282
H 2.764 1.576 0.028 0.202
H -0.343 0.651 0.370 0.405
H -2.265 -1.119 -1.096 0.356
H 1.278 0.630 0.966 0.415
H 0.774 -0.152 2.405 0.269
O 0.431 0.357 1.667 -0.771
H 2.023 -0.166 -1.234 0.442
H 0.744 -0.785 -1.493 0.392
O 2.242 0.777 0.123 -0.923